DFT (ωB97M-V/def2-TZVPD) results for a structure of composition C48H48BrN4O4P2SW.

## Properties
Gap between HOMO and LUMO   5.49 eV
E_HOMO   -15.32 eV
Total charge   +3

Atoms and positions in Å:
W 0.44 0.06 -0.04
O 0.84 0.31 -3.37
S -0.07 -0.35 -2.44
C -1.74 0.04 -2.88
C -2.06 0.18 -4.23
C -3.39 0.30 -4.58
C -4.38 0.26 -3.60
C -4.04 0.20 -2.26
C -2.70 0.14 -1.88
P -2.15 0.45 -0.19
C -2.62 2.14 0.27
C -1.95 2.77 1.32
C -2.33 4.04 1.75
C -3.38 4.69 1.12
C -4.03 4.08 0.05
C -3.66 2.82 -0.37
C -3.21 -0.63 0.82
C -3.64 -0.23 2.09
C -4.44 -1.07 2.85
C -4.83 -2.30 2.34
C -4.43 -2.70 1.07
C -3.61 -1.87 0.32
C 0.02 -2.11 -2.79
C -0.40 -2.56 -4.04
C -0.23 -3.90 -4.37
C 0.35 -4.78 -3.46
C 0.78 -4.32 -2.23
C 0.63 -2.97 -1.89
P 1.24 -2.38 -0.30
C 0.65 -3.63 0.88
C 1.51 -4.43 1.64
C 0.98 -5.39 2.49
C -0.39 -5.56 2.59
C -1.25 -4.78 1.83
C -0.74 -3.82 0.98
C 3.04 -2.49 -0.33
C 3.74 -2.80 -1.49
C 5.13 -2.83 -1.47
C 5.81 -2.54 -0.30
C 5.12 -2.22 0.86
C 3.74 -2.19 0.85
H -1.28 0.21 -4.98
H -3.66 0.41 -5.62
H -5.42 0.31 -3.89
H -4.81 0.23 -1.50
H -1.10 2.30 1.79
H -1.81 4.51 2.56
H -3.68 5.67 1.45
H -4.84 4.59 -0.45
H -4.17 2.38 -1.21
H -3.38 0.75 2.47
H -4.78 -0.75 3.82
H -5.48 -2.95 2.93
H -4.76 -3.65 0.67
H -3.32 -2.18 -0.68
H -0.86 -1.90 -4.76
H -0.57 -4.25 -5.34
H 0.47 -5.82 -3.72
H 1.24 -5.00 -1.53
H 2.58 -4.32 1.55
H 1.65 -6.01 3.07
H -0.79 -6.31 3.26
H -2.32 -4.92 1.90
H -1.41 -3.23 0.36
H 3.22 -3.03 -2.41
H 5.67 -3.08 -2.37
H 6.90 -2.57 -0.29
H 5.66 -2.01 1.78
H 3.20 -1.95 1.76
N -0.31 -0.82 1.87
C -0.37 -0.09 3.18
C 1.01 0.14 3.77
C 2.03 0.69 2.77
C 2.22 2.20 2.83
N 3.44 2.62 2.14
H -1.26 -1.18 1.70
H 0.23 -1.67 2.03
H -0.97 -0.70 3.85
H -0.91 0.84 3.03
H 1.37 -0.78 4.24
H 0.89 0.85 4.59
H 1.69 0.30 1.78
H 3.00 0.20 2.89
H 2.23 2.48 3.89
H 1.37 2.71 2.38
H 4.25 2.38 2.71
H 3.46 3.63 2.06
N 4.05 1.67 -0.50
C 3.29 0.91 -1.26
N 3.51 0.74 -2.56
O 2.31 0.26 -0.71
H 4.81 2.19 -0.92
H 3.79 1.89 0.48
H 4.23 1.28 -3.02
H 2.75 0.37 -3.11
Br 2.92 6.45 1.57
C 1.57 5.99 0.34
C 0.86 6.98 -0.33
C -0.13 6.61 -1.24
C -0.40 5.27 -1.48
C 0.31 4.30 -0.78
C 1.30 4.66 0.12
C 0.01 2.87 -1.01
O -0.65 2.42 -1.93
O 0.55 2.03 -0.09
H 1.07 8.02 -0.15
H -0.67 7.38 -1.77
H -1.16 4.97 -2.19
H 1.86 3.89 0.63

DFT (ωB97M-V/def2-TZVPD) results for a structure of composition C48H49BBrFeN4O5.

## Properties
2S+1   6
Gap between HOMO and LUMO (spin up / spin down)   5.10 / 6.55 eV
Relative energy (zero: lowest compared OMol25 entry of this formula, charge and spin)   77.0 kJ/mol
E_HOMO (spin up / spin down)   -5.89 / -7.32 eV

Atoms and positions in Å:
Fe 11.00 14.20 11.21
Br 12.68 14.09 18.54
C 12.86 13.98 16.62
C 13.17 12.74 16.07
C 12.82 12.47 14.77
C 12.02 13.35 14.01
O 11.40 12.96 12.95
C 11.86 14.69 14.58
C 11.20 15.67 13.84
N 10.52 15.47 12.71
C 9.69 16.55 12.41
C 8.94 17.27 13.33
C 8.11 18.33 12.95
C 8.02 18.68 11.63
C 8.68 17.88 10.63
C 8.45 18.02 9.23
C 8.97 17.05 8.38
C 9.84 16.10 8.86
N 10.17 15.97 10.16
C 9.55 16.84 11.02
C 12.31 15.00 15.86
H 13.65 12.03 16.70
H 13.04 11.48 14.37
H 11.18 16.66 14.29
H 8.91 16.94 14.39
H 7.54 18.81 13.74
H 7.36 19.47 11.35
H 7.85 18.83 8.86
H 8.74 17.08 7.31
H 10.36 15.41 8.16
H 12.17 16.03 16.28
C 13.68 16.68 10.10
C 14.52 15.53 10.56
C 15.83 15.85 11.00
C 16.63 14.86 11.53
C 16.24 13.51 11.43
C 14.98 13.15 10.94
C 14.58 11.73 10.97
C 14.10 14.19 10.58
N 12.81 13.87 10.12
C 12.58 13.17 9.03
C 13.53 13.00 7.88
C 11.31 12.56 8.88
C 10.96 11.76 7.65
N 10.43 12.77 9.84
C 9.43 11.92 10.24
C 9.70 10.61 10.70
C 11.02 10.29 11.33
C 8.72 9.64 10.59
C 7.42 9.95 10.21
C 7.08 11.30 10.05
C 8.06 12.29 10.05
C 7.64 13.74 10.04
H 14.21 17.44 9.48
H 13.24 17.26 10.97
H 12.81 16.30 9.54
H 16.19 16.88 10.94
H 17.55 15.13 12.03
H 16.92 12.73 11.76
H 15.34 11.15 11.55
H 14.50 11.29 9.97
H 13.58 11.58 11.45
H 14.47 13.50 8.06
H 13.07 13.40 6.99
H 13.74 11.95 7.76
H 11.25 12.32 6.76
H 9.87 11.57 7.58
H 11.45 10.79 7.64
H 11.21 11.02 12.15
H 11.85 10.46 10.65
H 11.09 9.29 11.72
H 9.02 8.58 10.79
H 6.66 9.17 10.24
H 6.03 11.62 9.87
H 6.61 13.83 9.69
H 8.25 14.23 9.30
H 7.64 14.17 11.05
C 6.88 14.02 15.37
C 7.11 13.89 13.83
O 6.53 14.53 12.98
O 8.11 12.96 13.43
H 6.35 13.09 15.67
H 6.28 14.91 15.50
H 7.82 14.05 15.93
C 7.46 8.19 19.12
C 8.95 8.03 18.65
C 9.88 8.73 19.66
C 9.32 6.54 18.59
C 9.04 8.66 17.26
C 8.95 7.88 16.09
C 8.78 8.43 14.81
C 8.69 9.79 14.72
O 8.32 10.58 13.63
B 8.42 11.90 14.17
O 8.77 11.94 15.51
C 8.88 10.59 15.85
C 9.04 10.10 17.10
H 7.32 7.78 20.13
H 6.76 7.67 18.40
H 7.17 9.29 19.18
H 9.85 8.25 20.63
H 9.55 9.76 19.86
H 10.92 8.78 19.31
H 9.28 6.08 19.58
H 10.38 6.36 18.30
H 8.68 5.96 17.88
H 9.03 6.80 16.18
H 8.64 7.79 13.95
H 9.09 10.72 17.99

DFT (ωB97M-V/def2-TZVPD) results for a cluster of 9 separate species, C48H49N9O16 in total.

## Properties
Gap between HOMO and LUMO   7.09 eV
Relative energy (zero: lowest compared OMol25 entry of this formula, charge and spin)   82.0 kJ/mol
E_HOMO   -8.96 eV
SMILES   O=[N+]([O-])c1ccccc1.O=[N+]([O-])c1ccccc1.O=[N+]([O-])c1ccccc1.O=[N+]([O-])c1ccccc1.O=[N+]([O-])c1ccccc1.O=[N+]([O-])c1ccccc1.O=[N+]([O-])c1ccccc1.CN(C)C=O.CN(C)C=O

Atoms and positions in Å:
O -6.04 5.89 0.86
N -5.62 5.39 1.97
O -6.17 5.85 2.97
C -4.30 4.72 1.97
C -3.44 4.88 0.68
C -2.01 4.33 0.76
C -1.71 3.31 2.01
C -2.52 3.25 3.12
C -3.94 3.98 3.14
H -3.85 5.35 -0.16
H -1.24 4.53 -0.02
H -0.80 2.80 1.96
H -2.22 2.80 4.06
H -4.39 3.81 4.04
O 0.17 1.71 -2.32
N 0.41 1.30 -1.15
O 0.24 1.96 -0.16
C 0.53 -0.15 -1.00
C -0.05 -1.07 -2.09
C 0.34 -2.66 -2.08
C 1.30 -3.15 -0.92
C 1.95 -2.24 0.01
C 1.54 -0.74 -0.06
H -0.82 -0.95 -2.96
H -0.19 -3.17 -2.79
H 1.47 -4.21 -0.96
H 2.55 -2.58 0.80
H 2.05 -0.15 0.70
O 1.50 1.19 2.54
N 1.36 1.31 3.77
O 2.33 1.44 4.55
C 0.24 0.83 4.40
C -0.26 1.23 5.79
C -1.30 0.53 6.47
C -2.24 -0.35 5.70
C -2.03 -0.59 4.36
C -0.82 -0.03 3.65
H 0.42 2.01 6.13
H -1.64 0.85 7.43
H -3.05 -0.85 6.14
H -2.84 -1.16 3.86
H -0.53 -0.58 2.71
O -4.07 0.45 1.51
N -3.69 0.44 0.25
O -2.83 -0.27 -0.18
C -4.36 1.52 -0.52
C -3.73 2.09 -1.86
C -4.49 3.14 -2.66
C -5.80 3.62 -2.05
C -6.52 3.00 -1.00
C -5.84 1.87 -0.14
H -2.78 1.71 -2.12
H -4.07 3.65 -3.48
H -6.24 4.54 -2.53
H -7.40 3.59 -0.84
H -6.49 1.29 0.76
O 4.09 -4.41 -0.66
N 4.42 -5.58 -0.93
O 5.24 -6.30 -0.38
C 3.96 -6.10 -2.17
C 4.09 -7.64 -2.52
C 3.85 -8.08 -4.00
C 3.43 -7.08 -5.02
C 3.08 -5.72 -4.58
C 3.65 -5.14 -3.32
H 4.72 -8.35 -1.86
H 3.90 -9.36 -4.04
H 3.21 -7.51 -5.99
H 2.91 -5.16 -5.42
H 3.66 -4.13 -2.94
O -3.30 5.33 -5.59
N -2.47 6.04 -6.14
O -2.73 6.74 -7.03
C -1.10 5.67 -5.86
C -0.06 5.92 -6.93
C 1.45 5.71 -6.69
C 1.75 4.93 -5.38
C 0.84 4.61 -4.34
C -0.65 4.98 -4.52
H -0.39 6.36 -7.84
H 2.26 5.87 -7.42
H 2.74 4.63 -5.25
H 1.04 4.25 -3.51
H -1.16 4.88 -3.64
O 2.83 3.17 -1.91
N 4.16 2.92 -2.00
O 4.85 3.34 -2.91
C 4.87 2.48 -0.80
C 6.37 2.27 -0.84
C 7.01 1.64 0.34
C 6.14 1.24 1.61
C 4.75 1.55 1.65
C 4.03 2.16 0.48
H 6.76 2.58 -1.74
H 8.16 1.41 0.57
H 6.36 0.85 2.44
H 4.31 1.42 2.58
H 2.98 2.18 0.41
C 2.18 -2.46 4.71
N 1.38 -3.58 4.24
C 1.99 -4.34 3.17
C 0.11 -3.76 4.67
O -0.67 -4.63 4.34
H 2.67 -2.93 5.41
H 1.48 -1.66 4.91
H 3.00 -2.19 3.86
H 2.38 -5.27 3.55
H 2.75 -3.83 2.53
H 1.08 -4.50 2.30
H -0.40 -3.00 5.40
C -1.91 -3.24 0.89
N -2.46 -4.55 0.99
C -2.80 -5.27 -0.20
C -2.98 -5.01 2.13
O -3.70 -6.01 2.29
H -2.53 -2.44 1.20
H -1.57 -3.16 -0.01
H -0.84 -3.30 1.60
H -2.30 -4.96 -1.05
H -3.81 -5.20 -0.44
H -2.41 -6.35 -0.25
H -2.79 -4.14 2.89

DFT (ωB97M-V/def2-TZVPD) results for a structure of composition C48H50KN7O2SSbSi.

## Properties
Gap between HOMO and LUMO   6.08 eV
Relative energy (zero: lowest compared OMol25 entry of this formula, charge and spin)   156.3 kJ/mol
E_HOMO   -4.00 eV
Total charge   -1

Atoms and positions in Å:
K 0.10 -0.02 0.52
C -1.88 1.92 -2.98
C -1.47 0.49 -3.22
C -0.85 0.13 -4.41
C -0.48 -1.19 -4.60
C -0.75 -2.11 -3.59
C -1.39 -1.66 -2.44
N -1.75 -0.39 -2.27
Sb -2.20 -3.22 -1.17
C -4.03 -2.14 -0.78
C -5.28 -2.61 -1.14
C -6.39 -1.81 -0.87
C -6.20 -0.59 -0.25
C -4.90 -0.19 0.08
C -4.61 1.13 0.73
N -3.85 -0.97 -0.19
C -1.53 -3.11 0.90
C -1.33 -4.36 1.48
C -1.21 -4.44 2.86
C -1.31 -3.28 3.60
C -1.49 -2.05 2.95
C -1.59 -0.79 3.73
N -1.58 -1.99 1.62
H -0.99 2.50 -2.72
H -2.59 1.96 -2.16
H -2.33 2.35 -3.88
H -0.66 0.87 -5.18
H -0.01 -1.51 -5.52
H -0.51 -3.16 -3.70
H -5.39 -3.57 -1.62
H -7.38 -2.14 -1.14
H -7.04 0.05 -0.03
H -5.50 1.58 1.16
H -4.18 1.81 -0.01
H -3.85 0.99 1.49
H -1.30 -5.24 0.86
H -1.08 -5.39 3.35
H -1.26 -3.30 4.68
H -0.57 -0.44 3.96
H -2.09 -0.97 4.69
H -2.10 -0.02 3.17
C 2.77 3.84 -3.87
Si 4.12 3.24 -2.69
C 4.87 4.81 -1.93
C 5.49 2.46 -3.76
C 3.78 2.00 -1.31
C 4.72 1.90 -0.29
C 4.64 0.92 0.68
C 3.61 0.00 0.56
N 2.66 0.07 -0.36
C 2.69 1.07 -1.27
S 1.35 1.19 -2.33
H 3.20 4.52 -4.62
H 1.98 4.36 -3.33
H 2.31 3.00 -4.38
H 5.18 5.50 -2.71
H 5.76 4.58 -1.33
H 4.16 5.32 -1.28
H 5.81 3.15 -4.55
H 5.14 1.54 -4.23
H 6.36 2.22 -3.15
H 5.54 2.61 -0.26
H 5.35 0.86 1.49
H 3.54 -0.83 1.25
N -1.59 4.86 0.85
C -1.14 3.67 0.33
N -0.93 2.77 1.24
C -1.21 3.38 2.45
C -1.13 2.90 3.75
C -1.53 3.73 4.78
C -1.99 5.03 4.53
C -2.04 5.55 3.24
C -1.64 4.71 2.21
H -1.73 5.71 0.33
H -0.99 3.52 -0.72
H -0.74 1.90 3.94
H -1.48 3.38 5.80
H -2.30 5.65 5.36
H -2.38 6.56 3.05
C 2.48 8.22 2.20
C 2.59 6.92 1.43
C 2.70 6.97 0.04
C 2.77 5.79 -0.69
C 2.74 4.57 -0.05
C 2.65 4.50 1.35
N 2.65 3.23 1.92
C 3.33 2.82 3.05
C 4.47 3.53 3.45
C 5.24 3.12 4.52
C 4.90 1.97 5.21
C 3.79 1.25 4.82
C 2.98 1.64 3.76
C 1.79 0.73 3.47
O 1.42 0.01 4.42
O 1.26 0.74 2.32
C 2.54 5.70 2.10
C 2.30 5.68 3.58
H 2.65 9.07 1.54
H 3.19 8.26 3.02
H 1.47 8.31 2.63
H 2.73 7.93 -0.46
H 2.85 5.83 -1.78
H 2.81 3.64 -0.60
H 2.04 2.51 1.53
H 4.76 4.41 2.88
H 6.11 3.70 4.81
H 5.52 1.63 6.04
H 3.50 0.34 5.35
H 1.91 4.72 3.91
H 1.56 6.44 3.85
H 3.21 5.89 4.15

Which formula does entry 2 have?
C48H49BBrFeN4O5